Here is a structure of composition C21H56B3CuF12O21S7 from the OMol25 dataset. Energies are from wB97M-V/def2-TZVPD.

Values from the calculation:
HOMO energy (spin up / spin down) in Ha: -0.3159 / -0.3159
Gap between HOMO and LUMO (spin up / spin down) in eV: 10.0 / 7.3

Geometry as ORCA input:
```
! wB97M-V def2-TZVPD RIJCOSX def2/J DEFGRID3
* xyz -1 2
O -1.6721 -4.8728 4.0186
O -1.6293 -3.8726 -0.8798
S -0.9107 -2.7995 -1.9178
H 1.0350 6.4315 -1.2791
H 2.1304 -5.5583 4.7118
H 0.3642 -2.5668 -5.8750
O 1.7829 0.1402 -2.1329
C 4.3576 4.1165 -1.6676
H 6.2255 3.1697 -2.4238
H -3.9179 1.0293 -3.4656
Cu 0.2306 0.2470 -0.3158
H 2.3953 8.3493 0.5817
H -0.0563 -1.0423 -3.7665
H -1.7108 -3.6685 1.1231
O -1.7320 -3.5855 6.2355
H -5.0524 -1.6366 -0.3328
H 0.5626 0.2357 -4.8338
C 3.7203 -3.4492 -0.2079
F 2.9958 1.7571 2.2399
O 2.7575 6.9408 -3.7473
H -2.9742 -0.2853 -4.2310
H -4.2593 -2.6602 -1.5821
C -0.9651 -5.5669 0.7267
S 2.7327 -0.2216 -3.1594
H 2.3837 8.8259 2.2926
H 5.8722 3.1803 -0.6628
S -5.1144 -0.9968 -3.6870
O 0.0168 7.0379 0.8490
H -0.5241 -2.3135 3.9658
H -3.6068 -4.8667 7.2566
C 0.3084 -1.4790 -5.9162
F 0.0448 2.4059 -3.3233
O -5.6832 -1.1752 -2.0961
O -1.7247 -2.6022 -3.0826
O -4.7098 -2.3116 -4.1583
S -1.4432 6.3707 1.2149
C -5.1898 -2.1925 -1.2603
H -2.1516 4.1482 0.5698
C 1.5636 5.6024 -1.7495
F 0.3820 2.4117 -1.0857
H 2.4062 7.1253 1.8245
H 3.9397 4.6197 -0.7956
H 3.8689 3.1468 -1.7618
B -1.9661 0.0165 1.2846
H -3.9500 -4.0367 8.7626
O 2.1433 -3.6580 2.0105
H -2.4724 -4.7718 8.5831
H 1.4401 -3.9412 4.6040
O 3.8093 -1.6519 1.9310
C -2.5600 -3.0281 7.2575
H -3.1967 -2.2554 6.8268
H 0.2734 7.7317 2.7350
F 2.7036 1.2326 0.1171
O -1.7451 6.5995 2.6331
C -6.4308 -3.0980 -0.9196
H 1.0652 -1.0894 -6.5971
H -0.7186 -1.2372 -6.1898
F -2.8929 -0.6863 0.6219
C 3.1934 1.1734 -4.1708
H -1.9903 -2.5168 8.0335
H -0.8915 4.2324 1.8891
C 5.8146 3.7444 -1.5937
F -2.4947 0.4646 2.4231
H 1.0256 -4.1937 -1.4794
C 2.0029 8.1052 1.5689
C 0.6236 -0.8250 -4.5903
H 3.9803 -4.4225 0.2083
C -3.6423 -0.0238 -3.4104
H 0.0240 8.9735 1.4800
S 3.1034 6.3952 -2.4382
H -7.1743 -2.6065 -0.2922
O 1.7259 -1.6721 0.3841
C 2.8141 -4.4662 2.9300
H 3.1845 -5.3992 2.5052
O -3.8178 -3.6698 4.7091
H 1.8693 4.8924 -0.9810
H 1.1135 5.1419 -2.6289
H -0.1865 -3.4572 0.5411
C 0.6531 -3.7588 -2.4069
B 2.1628 1.8771 1.1724
F 0.9400 1.2109 1.4402
H 0.8971 -5.3225 3.5283
H -6.2289 -4.0718 -0.4735
H 3.7322 1.8222 -3.4802
H 1.3181 -3.0738 -2.9328
H -1.7677 -6.0902 0.2070
C -1.0441 -4.1111 0.3830
O 3.8457 7.1829 -1.4103
H 2.2910 1.6581 -4.5435
H -7.0700 -3.1620 -1.8002
H 3.0774 -3.4253 -1.0878
H -0.4783 4.3606 0.1400
O -6.0547 -0.1086 -4.3411
C 1.7271 -4.8170 4.0220
S 2.8266 -2.3684 1.1107
O -2.3967 6.7814 0.1724
H -0.0349 -5.8142 0.2153
C -1.6093 -2.2662 3.8751
F -0.9439 0.9905 -1.9567
H 4.7060 -3.0534 -0.4523
H -1.8993 -2.2813 2.8245
O 4.0023 -0.8400 -2.8018
O 3.9938 5.0165 -2.7161
O -0.4643 -1.6202 -1.1637
C -1.2146 4.5884 0.9108
S -2.3778 -3.7770 4.6855
H 3.6061 -3.9334 3.4562
F -1.5884 3.1349 -2.0159
C -3.1862 -4.1897 8.0002
F -0.8415 -0.7205 1.5354
F -1.6058 1.0627 0.5600
H -0.8411 -5.8243 1.7786
H 0.3213 -4.5012 -3.1327
H -3.2895 -0.4691 -2.4802
H -2.0165 -1.4297 4.4431
O 1.9405 -1.1932 -4.2430
H 3.7559 0.8671 -5.0527
F 1.9058 3.2051 0.8414
H 6.4687 4.5972 -1.4124
C 0.4950 8.0171 1.7067
B -0.5420 2.2850 -2.0667
*
```

Atom charges from the Löwdin analysis, given in e for atoms 1 to 5: number 1, O, carries -0.33; number 2, O, carries -0.22; number 3, S, carries 0.73; number 4, H, carries 0.06; number 5, H, carries 0.07



Here is a structure of composition C27H52F4Li2N2O35S4 from the OMol25 dataset. Energies are from wB97M-V/def2-TZVPD.

Values from the calculation:
HOMO energy in Ha: -0.4022
Gap between HOMO and LUMO in eV: 9.8

Geometry as ORCA input:
```
! wB97M-V def2-TZVPD RIJCOSX def2/J DEFGRID3
* xyz 0 1
C 0.8563 7.8116 -4.1458
O 2.7913 -0.7525 0.7745
O -3.2407 4.7667 0.5362
H 1.5438 0.7037 -1.0137
O -5.2081 -3.1767 -1.6537
H -2.1108 -5.6961 3.5167
C 1.3241 4.2515 1.3521
C -5.3803 3.4222 2.9154
F -0.6500 2.1261 2.1361
H -2.5536 -5.3788 -1.0648
C 3.1053 -1.3212 -0.2458
H 0.8017 4.0439 0.4150
F 2.4095 -2.1856 3.5965
H -0.7492 -4.9636 1.0298
O 2.8956 -1.4762 5.7370
C -4.1088 -2.8079 -1.3424
C -2.5033 1.3546 4.9368
H 3.3604 -4.8454 -7.0376
H 2.2360 0.6075 -2.6174
H -5.7756 -1.0305 -0.1511
H 2.6908 -3.2641 1.4861
H -3.8355 -0.1693 2.8556
C -4.8760 -0.6504 -0.6414
O -1.4202 1.2747 4.4245
O -2.9911 4.5954 2.7599
C -3.5205 -0.4696 3.8532
C 1.3293 -1.5160 -7.1668
Li 1.8574 0.3185 1.9506
N 1.8241 0.1241 3.8463
H -1.6840 3.6680 -0.0192
O -1.8912 -2.0223 1.1522
C 2.4616 0.4846 -1.5617
H 0.8880 3.6670 2.1585
O 4.2874 -0.7696 3.8294
H 4.2292 -5.9337 -5.9491
H 5.0689 1.3933 0.4517
O 3.0188 -0.8320 -1.4804
H -3.9414 -5.1942 -1.9930
S -0.7549 -1.2478 0.7410
O 2.7284 4.2590 1.2842
H -1.2283 4.9575 1.0664
C -1.9677 3.3120 6.1755
H -4.9562 3.9251 3.7810
O 2.7299 2.0063 1.1451
H 0.6079 8.3857 -3.2513
C -1.8613 4.7217 0.2110
O 3.4250 -2.5973 -0.3306
O -0.5074 1.8190 -0.0905
H 2.3937 -4.1483 -1.8183
H 3.1901 1.2105 -1.2058
O 0.0554 -0.4176 -4.0948
N -0.2180 -0.1435 1.6887
H 0.7246 -3.7007 -1.9020
H -1.7526 -0.6677 -3.0241
O 3.4087 1.8305 4.9386
H -1.5621 5.3242 -0.6420
S -1.1305 1.0704 0.9675
O 3.6539 -4.3375 -4.1270
C 3.3066 3.0693 1.2101
O -2.8771 2.3139 5.7609
O 1.5209 1.0954 6.2639
H -2.3501 -4.9405 -2.7915
H -5.2243 -0.3433 -1.6306
O 1.3415 6.5457 -3.7571
H 2.2044 -2.1435 -7.2928
C 1.6352 -3.7491 -2.4936
O -2.9514 -3.4294 -1.4376
H 0.9759 5.2718 1.5304
O -2.5437 1.0661 1.0746
H -0.8677 0.8745 -2.7531
O 4.6062 3.2407 1.3316
H 0.3773 -1.9388 -7.4787
H -2.3581 3.9859 6.9313
H -6.4623 3.4391 3.0051
H 1.5685 8.3697 -4.7485
H -0.6142 3.5133 -3.3391
O -0.8393 -0.1370 -6.1735
H 5.3785 1.4682 2.2156
O -0.6694 5.8667 -3.0103
H -1.7608 0.5808 -4.1846
H -1.0657 -3.9718 2.3955
O 0.6061 -5.2686 2.5915
S 2.0989 1.2238 4.9634
C -1.0992 0.0846 -3.4663
O -4.8704 3.9544 1.6786
O 2.2831 -5.6066 -5.3675
H -1.6468 3.8206 5.2632
C -3.6251 4.4286 1.7525
C 3.2571 -5.7184 -6.3888
C -1.5695 -6.0885 2.6533
O 1.0997 -1.1888 -5.7942
H -4.2172 -1.2344 4.1964
O -0.6117 -6.9978 3.1842
S 3.0105 -0.9423 4.4306
O -3.8565 -1.6101 -0.8344
C 5.3627 2.0317 1.2827
C 0.4759 5.6482 -3.3316
H 0.6919 2.4337 -3.2306
H 0.0859 3.3445 -1.7574
F 0.3612 -2.2940 1.3168
H 2.8871 -6.4984 -7.0505
H 1.5893 -0.6780 -7.8175
H 4.5239 -3.0720 1.4116
F 1.1769 2.3311 4.2931
O 1.4455 -6.7490 4.0641
O -3.5634 0.5595 4.8244
H -4.4609 0.1580 -0.0541
C 3.5985 -3.3199 0.8941
H -2.5506 -0.9706 3.8077
O 1.4471 -4.5237 -3.6693
H -2.2676 -6.5041 1.9349
H -5.0383 2.3861 2.8637
H 2.0212 -2.7601 -2.7306
Li -0.0828 -0.2441 3.6048
H 6.4007 2.3078 1.0962
C -2.9371 -4.7796 -1.8943
H -1.0599 2.9127 6.6406
C 0.3372 3.3731 -2.8159
H -0.0529 7.8393 -4.7505
C 2.5512 -4.7426 -4.3652
C 0.0332 -0.5517 -5.4412
C -0.6944 -4.9534 2.1204
H 3.7584 -4.3620 0.6162
O -0.4748 -1.0519 -0.6374
C 0.5899 -6.3917 3.3319
O 1.1373 4.4975 -3.1906
*
```

Atom charges from the Löwdin analysis, given in e for atoms 1 to 5: number 1, C, carries -0.05; number 2, O, carries 0.03; number 3, O, carries 0.03; number 4, H, carries 0.07; number 5, O, carries 0.14



no.,maximum force (hartree/bohr),energy (hartree)
1,0.092,-8115.07418
2,0.161,-5810.28859